# 1
Here is a 9-piece molecular cluster, C5H26NO10 overall at a distorted geometry from the OMol25 dataset. Energies are from ωB97M-V/def2-TZVPD.

```
42
Properties=species:S:1:pos:R:3:forces:R:3
O -1.5066 0.2291 0.2985 -0.49 -0.15 -0.04
O -3.7438 -0.8593 1.1569 -0.37 -0.24 1.02
O 1.8758 1.1238 -0.0505 -0.14 0.70 0.00
O 1.9064 3.7737 0.3222 -0.36 -0.04 -1.39
O -3.5404 0.1936 -1.3385 -0.49 3.09 2.85
O 4.0229 -0.4828 0.2573 0.45 -0.77 1.32
O 3.8018 -1.9875 -1.9546 -1.48 -1.40 -2.45
O 2.1106 -0.4764 2.1359 -0.66 0.40 0.07
O -2.3472 -3.1491 1.2557 -0.23 -0.77 -0.20
O -0.4135 -1.3645 1.8737 1.33 -0.49 -1.65
N 1.0028 -0.7845 -0.7763 -0.54 0.26 0.02
C -0.0929 -1.5881 -1.2858 -1.12 -1.11 0.15
C -0.8120 2.2982 -0.6578 0.52 1.11 0.87
C 0.9972 0.5738 -0.7373 0.82 -1.03 -0.30
C -1.2301 1.5423 0.6292 0.89 0.13 1.21
C 0.0723 1.4223 -1.5714 -1.13 -0.88 -0.93
H -0.8004 -1.1878 2.6939 -1.03 0.37 2.02
H -2.7101 0.2648 -0.7509 -0.43 -0.13 -0.36
H -0.8744 -0.7424 1.1976 -0.02 0.44 -0.06
H -3.3422 -0.4196 -1.9615 0.84 -2.90 -2.95
H -0.5907 0.7451 -2.2184 1.03 1.13 0.89
H 1.6006 -1.2648 -0.0838 -0.34 0.79 -0.51
H 1.1924 -0.8430 2.0905 0.32 -0.28 0.26
H -1.5162 -2.6830 1.4004 0.05 0.01 0.15
H -1.6787 2.6397 -1.2067 -0.46 -0.35 -0.25
H -1.0131 -1.0070 -1.5029 0.97 -0.27 0.20
H 4.0423 -1.5181 -1.1978 1.09 1.43 2.46
H 3.6233 -0.7676 1.1215 0.45 0.02 -0.82
H -0.3055 3.2609 -0.4041 -0.05 -0.86 -0.01
H -0.3418 1.5090 1.4170 -1.48 0.61 -1.31
H -2.1230 2.0340 1.1340 0.98 -0.19 -0.49
H -2.8595 -0.4638 0.9997 0.03 0.28 -0.10
H 1.9619 0.3485 1.6289 0.38 -0.29 0.25
H 1.9039 2.8082 0.1403 0.00 0.21 0.01
H 2.2049 3.8417 1.2043 0.50 0.19 1.47
H 2.8475 -1.8026 -1.9597 0.39 -0.20 -0.31
H -4.2162 -0.6165 0.3634 -0.22 0.14 -0.52
H -0.4228 -2.3362 -0.5137 0.44 0.72 -0.67
H 0.6758 2.0649 -2.2487 -0.22 -0.49 0.47
H -3.0130 -2.4406 1.1909 0.02 -0.02 0.02
H 3.4586 0.2687 0.0883 -0.33 0.67 -0.47
H 0.1933 -2.1572 -2.1798 0.08 0.16 0.10
```
Forces are in eV/Å.

Net charge   -1
Energy above the lowest of the compared OMol25 structures with the same formula, charge and spin   0.987 eV
Highest occupied orbital energy   -6.438 eV
HOMO-LUMO gap   9.468 eV

***

# 2
Here is a 2-piece molecular cluster, C5H10NO2 overall at a distorted geometry from the OMol25 dataset. Energies are from ωB97M-V/def2-TZVPD.

```
18
Properties=species:S:1:pos:R:3:forces:R:3
O -2.6879 -0.2093 -0.1704 -2.72 -0.07 -0.05
O 2.1935 1.3770 -0.8446 1.20 0.71 -1.31
N 0.1498 -1.5427 -0.3303 -0.67 3.64 -1.30
C -1.5044 1.7049 0.3774 2.08 1.46 -0.76
C -0.4325 -0.3606 -0.3632 2.35 -2.87 0.55
C 0.1116 -2.5148 0.7452 -1.27 0.02 -0.42
C -1.5034 0.2980 0.0298 0.67 -0.49 -1.01
C 1.5163 1.2440 0.2455 1.88 0.79 0.47
H -2.0518 2.2192 -0.4756 0.33 -0.29 1.50
H -2.9232 -1.0930 -0.5115 1.15 0.35 0.20
H 2.0519 1.8345 1.0923 -0.82 -0.60 -0.82
H -1.9596 1.7184 1.3676 -0.09 0.97 -0.09
H 0.7699 -1.6343 -1.1535 -0.38 -0.88 0.90
H -0.3481 2.0438 0.3546 -3.16 -0.52 0.40
H -0.2910 -3.3805 0.2556 0.50 -1.04 0.20
H -0.5743 -2.3075 1.5561 -0.47 0.82 -0.25
H 3.0544 1.9605 -1.0431 -2.26 -1.31 1.51
H 1.0364 -2.5834 1.2260 1.69 -0.68 0.27
```
Forces are in eV/Å.

Net charge   +1
Energy above the lowest of the compared OMol25 structures with the same formula, charge and spin   6.542 eV
Highest occupied orbital energy   -12.916 eV
HOMO-LUMO gap   9.104 eV

***

# 3
Here is a 4-piece molecular cluster, C16H18BrN2O7 overall at a distorted geometry from the OMol25 dataset. Energies are from ωB97M-V/def2-TZVPD.

```
44
Properties=species:S:1:pos:R:3:forces:R:3
Br 13.3001 -1.9614 19.2076 -0.16 0.04 0.00
O 14.8741 -6.6337 22.3098 1.24 -0.26 0.08
O 16.7670 -7.6507 22.7045 -0.75 1.62 -0.94
O 18.6308 -0.5848 19.1014 -1.23 1.52 -0.76
O 18.7532 0.8473 17.3427 1.31 0.08 0.21
O 17.0583 1.0645 18.5919 0.03 -0.29 0.81
O 10.4388 -7.9826 16.0184 0.62 1.21 -0.03
O 10.1483 -5.8416 16.0313 -0.73 0.79 -0.18
N 16.0894 -6.7637 22.1635 -0.40 -0.86 0.28
N 10.8386 -6.8177 16.1351 -0.41 -1.11 0.14
C 17.8647 -3.9299 19.5801 -0.90 0.68 0.27
C 12.2256 -6.5999 16.4995 1.65 -1.39 -0.50
C 18.0772 -5.7861 21.0127 -0.44 -2.78 2.13
C 16.4702 -3.8935 19.7868 1.58 -0.07 -0.01
C 15.8990 -4.8731 20.5662 -0.14 -0.36 0.83
C 18.6304 -4.9153 20.1845 1.26 2.08 -2.14
C 13.1284 -7.6300 16.1752 -1.13 0.42 0.89
C 20.0216 0.2599 16.9539 0.47 0.71 -2.98
C 14.3500 -7.6152 16.7994 0.86 -1.11 -1.00
C 18.1814 0.3432 18.4321 0.30 -0.73 0.62
C 12.6846 -5.4952 17.2002 -1.04 -0.01 0.34
C 16.1673 0.7887 19.7088 0.74 -0.95 -0.41
C 20.5943 1.0783 15.7020 -0.41 -0.58 1.63
C 16.7270 -5.7948 21.2292 -1.35 0.38 -0.26
C 13.9403 -5.5006 17.7637 0.51 -0.30 0.05
C 14.7747 -6.6151 17.6197 -0.24 1.55 0.36
H 14.8315 -4.8679 20.7298 0.00 -0.18 0.15
H 14.2038 -4.6181 18.3277 0.29 -0.18 0.11
H 15.8935 -3.0563 19.4222 -0.07 -0.19 -0.21
H 15.4888 1.6385 19.7839 0.16 -0.25 -0.04
H 21.4334 0.5219 15.2845 -0.32 -0.42 -0.21
H 19.6912 -4.9889 19.9958 0.10 0.26 0.01
H 20.8502 0.2097 17.6604 -0.82 -0.05 0.71
H 21.0839 2.0050 16.0014 -0.58 0.29 0.10
H 18.3206 -3.0927 19.0725 0.15 -0.13 -0.30
H 16.7075 0.5793 20.6321 0.24 0.52 -0.02
H 15.6689 -0.1579 19.4997 -0.43 0.26 -0.14
H 12.8437 -8.5019 15.6049 -0.23 0.20 -0.12
H 15.0296 -8.4199 16.5608 0.07 -0.20 0.17
H 12.0353 -4.6756 17.4704 -0.26 0.00 -0.32
H 18.7082 -6.5067 21.5115 -0.13 -0.17 0.15
H 19.7701 -0.7059 16.5158 0.24 -0.30 0.57
H 15.7423 -6.6676 18.0967 0.04 0.09 0.06
H 19.7858 1.2225 14.9853 0.31 0.15 -0.09
```
Forces are in eV/Å.

Highest occupied orbital energy (spin up / spin down)   -10.026 / -10.026 eV
<S²>   0.752
HOMO-LUMO gap (spin up / spin down)   9.381 / 5.588 eV
Multiplicity   2

***

# 4
Here is C39H99CrFN6O11 as an isolated structure at a distorted geometry from the OMol25 dataset. Energies are from ωB97M-V/def2-TZVPD.

```
157
Properties=species:S:1:pos:R:3:forces:R:3
Cr -1.4185 1.5925 0.6729 0.49 -0.63 -1.31
F 0.1741 0.2784 1.0843 -0.92 0.77 0.21
O -5.2157 -1.2121 1.1676 0.34 0.11 -0.51
O -1.7349 2.3396 2.7410 -0.93 -0.21 2.76
O 1.2270 -1.0845 3.3063 0.54 -1.47 0.40
O 3.6223 1.7034 -4.3165 -0.19 0.33 -0.51
O -2.3149 -4.8112 2.1785 -0.83 0.26 0.16
O -0.5148 -3.9220 -2.0552 1.18 -0.75 -1.45
O -3.0140 3.0929 0.5195 -0.62 0.65 -0.29
O -1.6047 1.1251 -1.6482 -0.67 0.35 -1.83
O 2.2008 4.3329 1.8349 0.55 0.57 0.18
O 5.3907 -3.3716 1.6552 -0.13 1.06 -0.24
O -0.4574 -3.3082 3.4408 -1.24 0.13 0.34
N 5.3556 1.1419 -2.2201 0.21 -0.56 -0.61
N -0.3356 3.6092 0.5274 0.40 0.06 -0.37
N -2.3310 1.5377 -2.9163 -1.22 0.14 1.13
N 4.6974 -1.1248 -0.1491 1.37 -0.71 -1.16
N -2.9341 0.2345 1.4427 -0.57 -1.74 1.52
N 1.7494 -1.3306 -0.7426 0.37 1.16 0.04
C 4.4187 2.2194 -2.0855 0.77 1.29 -0.12
C 6.7817 -3.2885 1.8612 0.58 -0.72 -0.53
C 2.2123 -0.7544 5.5474 -0.28 -0.57 -1.05
C 1.2580 -2.6358 -1.0637 -0.11 -0.80 0.46
C -2.8813 -1.1238 0.8706 0.67 -1.90 0.97
C 5.1489 3.2747 -1.2035 -0.39 0.12 -1.20
C -2.3239 2.3195 -5.3330 -1.28 -1.18 0.92
C -0.4018 2.7476 -3.8761 -0.25 1.34 0.52
C 4.0712 2.7898 -3.4977 -0.21 -1.40 0.98
C -3.6746 0.7877 -3.0455 1.24 -0.02 -1.91
C -1.5065 1.7312 -4.1413 1.94 -0.44 0.36
C -0.1331 -2.5903 -1.7249 -0.19 -1.47 1.29
C -4.0662 -2.0272 1.3953 0.32 1.47 -1.21
C -6.4702 -1.8074 1.3658 -0.17 0.23 0.00
C -1.8485 -4.0582 -2.5476 1.26 0.88 1.27
C -4.4106 3.1721 0.9063 0.53 -0.05 -0.37
C 3.2631 2.1452 -5.6162 -0.51 0.18 -0.20
C -2.5803 -6.7873 0.7962 0.88 1.78 -1.88
C 0.9823 3.3665 0.0103 2.00 -1.51 -0.54
C -3.6093 1.4515 -5.6015 1.14 0.81 0.30
C -1.1394 4.3254 -0.4787 0.11 -0.32 0.59
C 1.3497 -3.4993 0.2254 -0.40 -0.27 -0.98
C -2.6800 1.5205 3.5243 -0.32 0.78 -0.31
C 3.2822 4.2894 2.8004 -0.99 -0.98 0.33
C 0.2967 -4.0756 4.3489 0.05 -0.08 -0.29
C 1.4328 -0.1640 4.3449 0.30 0.58 0.27
C 2.0104 3.0636 1.1107 0.17 1.38 0.68
C -3.4885 -0.7132 -3.3474 0.67 -0.63 1.21
C -0.6278 0.5372 -4.6280 -1.05 -1.26 -0.32
C -4.5489 1.0950 -1.8344 0.42 -0.51 -0.36
C -1.5439 3.6026 3.4190 1.02 -0.49 -0.21
C 5.0174 -0.8743 1.2197 -0.81 -0.47 0.33
C -4.4730 1.2710 -4.3226 1.70 0.50 -0.30
C 1.5987 -4.3436 3.6857 1.92 -0.62 0.77
C -1.7358 -5.5002 1.1188 -0.13 -1.67 0.29
C 4.1585 0.3210 1.5943 -0.08 -0.23 1.27
C 4.7452 -2.1663 2.0560 -0.51 0.79 1.38
C -2.8267 0.1216 2.9579 1.40 0.98 -0.67
C -2.5686 4.3653 -0.0076 -0.49 -0.03 -0.13
H -4.0989 0.7083 -0.9200 0.01 0.25 -0.02
H -3.9358 0.1728 1.3296 -0.98 2.16 -0.21
H -0.8488 3.6961 -3.5784 -0.15 0.35 -0.15
H -2.0119 -3.3141 -3.3272 -0.40 -0.16 -0.15
H 0.9850 -4.5153 0.0743 -0.03 -0.03 -0.34
H 4.9477 3.2014 -3.9983 0.09 0.49 0.26
H -0.1636 -1.8816 -2.5525 -0.11 -0.03 -0.19
H 1.4696 4.1539 -0.5647 -0.49 0.77 -0.01
H -1.6160 -4.8594 0.2452 -0.33 -0.10 -0.43
H -1.2814 -0.2575 -4.9876 0.04 -0.33 0.05
H 1.5423 -0.6766 -1.4839 0.08 0.15 -0.36
H -2.3589 1.5208 4.5659 0.22 -0.27 0.01
H -2.3042 4.3379 3.1553 -0.05 -0.07 0.00
H 5.3902 0.5669 -1.3905 -0.05 -0.12 0.38
H -2.6830 5.1167 0.7736 -0.16 0.12 0.17
H 0.8823 2.5615 -0.7177 0.34 -0.45 0.13
H -2.3741 -3.8177 -1.6235 -1.38 -0.05 -0.39
H -4.3260 -1.3340 -3.0293 -0.42 0.15 -0.09
H 1.8050 -1.7249 5.8310 -0.47 0.15 0.25
H 4.0119 2.7484 -6.1296 0.60 -0.12 0.21
H -4.9943 3.5307 0.0585 -0.01 0.01 -0.03
H -2.6182 3.3367 -5.0747 -0.12 0.09 0.14
H -4.0320 -2.2513 2.4615 0.36 -0.55 -0.13
H -3.0983 -7.3503 1.5726 0.46 0.33 0.12
H 1.3094 -0.9025 0.0595 -0.48 -0.11 0.29
H 1.6999 2.3341 1.8588 -0.13 -0.40 -0.26
H -1.4333 3.5066 4.4991 -0.73 -0.39 0.19
H 0.7243 -3.1191 1.0331 0.18 0.42 0.07
H 5.0552 -2.0544 -0.3165 0.19 -0.25 -0.69
H -1.9406 -7.3779 0.1405 0.18 -0.68 0.51
H 3.4167 5.1120 3.5028 -0.80 0.95 -0.82
H 4.2774 4.1373 2.3826 -0.17 -0.44 -0.40
H -3.2910 0.5128 -6.0549 0.05 -0.36 0.40
H 2.3962 -3.5991 0.5135 -0.04 0.29 0.24
H -1.9526 -1.5810 1.2120 0.21 -0.19 -0.44
H -6.6081 -2.7756 0.8845 0.45 -0.22 -0.05
H -6.6376 -1.9088 2.4381 -0.42 -0.06 0.08
H -4.1880 1.8911 -6.4140 -0.26 0.32 0.16
H -0.7114 -5.7799 1.3645 0.24 -0.24 0.26
H 5.0201 0.5040 -2.9277 -0.02 -0.10 -0.27
H 2.2413 -0.0822 6.4049 -0.11 0.00 -0.13
H 2.9821 3.5242 3.5163 0.59 -0.75 -0.07
H 2.9891 1.3243 -6.2789 0.34 -0.40 0.39
H -0.1064 4.2430 1.2796 -0.78 0.20 0.54
H 6.0670 -0.5936 1.3071 0.17 -0.06 0.04
H 0.5683 -3.5396 5.2584 -0.31 0.52 0.19
H 3.7079 -1.1998 -0.3368 -0.67 0.17 0.20
H 3.2283 -1.0322 5.2668 0.19 0.43 -0.18
H 7.2532 -2.4217 1.3982 -0.20 0.37 0.23
H 2.1546 -3.4062 3.7062 0.13 0.08 -0.08
H -7.1837 -1.1432 0.8780 -0.16 0.07 0.41
H -0.8684 -2.3470 -0.9580 -0.08 1.07 0.21
H -3.2661 -6.4293 0.0284 -0.87 -0.13 0.37
H -1.9039 -0.3716 3.2636 0.01 -0.62 -0.53
H -3.2727 -0.9532 -4.3885 -0.17 0.32 -0.07
H -3.6644 1.9885 3.5360 -0.09 0.49 -0.23
H -4.5514 3.8573 1.7422 0.20 0.16 0.10
H 3.6827 -2.3641 2.1974 -0.32 -0.14 -1.09
H -3.1874 4.6297 -0.8651 -0.26 0.08 0.04
H 7.2533 -4.1243 1.3445 -0.22 -0.26 0.04
H 0.0290 0.7416 -5.4735 -0.14 0.61 -0.12
H -1.0778 3.8325 -1.4490 0.12 -0.27 0.17
H 1.9889 -3.0384 -1.7649 -0.22 -0.39 -0.32
H 1.9895 0.6763 3.9301 0.20 0.27 0.12
H -0.7153 5.3275 -0.5419 -0.36 0.30 -0.38
H 4.9401 -1.9671 3.1098 0.94 0.15 0.43
H 4.1828 0.5277 2.6642 0.07 -0.01 0.26
H -2.0212 -5.0834 -2.8752 0.09 0.16 0.03
H 0.1597 -2.6431 3.1269 0.14 0.69 0.02
H -4.8994 2.2381 -4.0563 -0.47 -0.01 -0.28
H -2.6479 -1.1238 -2.7880 0.25 0.19 0.20
H -4.0945 -2.8845 0.7227 -0.02 -0.42 0.49
H 4.6002 4.2056 -1.0605 -0.42 -0.09 0.33
H 0.1460 2.9084 -4.8047 0.05 0.10 0.02
H -1.6953 2.3962 -6.2201 0.08 -0.21 0.02
H -4.7010 2.1736 -1.7951 0.08 0.00 0.21
H 2.9896 2.8241 0.6960 -0.20 -0.40 -0.26
H 7.0560 -3.3806 2.9121 -0.10 0.29 0.21
H -2.9254 -1.0576 -0.2165 0.12 0.05 0.05
H -0.2614 -4.9296 4.7326 -0.21 -0.18 -0.70
H 2.3778 2.7809 -5.6311 -0.29 0.19 0.51
H 1.7114 -4.7077 2.6645 -0.86 -0.25 0.08
H 3.2455 3.4837 -3.3407 0.07 0.50 -0.35
H -5.1911 0.5093 -4.6265 -0.53 0.23 0.64
H -1.7014 -4.1074 2.4019 0.28 0.33 0.62
H 5.4372 2.8193 -0.2561 0.04 0.16 -0.01
H 0.0418 0.1008 -3.8869 -0.32 0.25 0.46
H -3.6795 -0.3995 3.3929 0.03 0.17 0.04
H 2.1396 -5.0185 4.3491 0.41 -0.19 -0.11
H 0.4628 0.2357 4.6407 -0.16 0.05 0.44
H 6.0275 3.5819 -1.7707 0.33 -0.22 0.25
H 4.4921 1.2404 1.1131 -0.04 -0.24 -0.30
H -4.8055 2.1989 1.1978 0.42 -0.04 -0.16
H -0.5365 3.9540 3.1955 -0.16 0.17 -0.62
H 3.1204 0.0901 1.3554 -0.07 0.22 -0.20
H -5.5125 0.6058 -1.9764 -0.15 0.00 0.04
H 0.9308 -0.6691 2.4931 -0.31 0.93 -0.59
H 0.3220 2.5485 -3.0857 -0.12 -0.71 -0.03
H 3.4961 1.9504 -1.5712 -0.47 -0.24 -0.10
```
Forces are in eV/Å.

Highest occupied orbital energy (spin up / spin down)   -6.068 / -6.140 eV
<S²>   6.006
HOMO-LUMO gap (spin up / spin down)   6.028 / 6.095 eV
Multiplicity   5

***

# 5
Here is a 2-piece molecular cluster, C5H11N4O2 overall at a distorted geometry from the OMol25 dataset. Energies are from ωB97M-V/def2-TZVPD.

```
22
Properties=species:S:1:pos:R:3:forces:R:3
O -3.3920 -0.6555 1.2015 -0.43 0.19 -0.98
O -4.0884 -0.2492 -0.8601 -1.77 -0.50 -0.28
N -0.7017 -0.4279 1.5159 1.59 1.24 0.66
N -3.2159 -0.2704 -0.0105 0.14 -0.53 2.21
N -2.0881 0.1667 -0.3915 0.13 0.44 -2.25
N -0.0369 1.0223 -0.0817 -3.32 -0.98 -1.12
C -1.0024 0.2337 0.3341 -0.48 0.46 1.57
C 1.0927 0.8272 0.6624 4.09 2.41 0.41
C 2.3236 -2.0225 -1.2349 0.16 1.49 0.24
C -0.1947 1.6260 -1.4010 2.00 1.87 1.68
C 0.5950 0.2497 1.9747 -0.03 -1.80 -2.15
H 0.5234 0.9686 2.7282 -0.95 1.40 1.63
H 1.6685 -1.1283 -1.1701 -0.13 -0.82 -0.15
H -1.4577 -0.3989 2.1915 -0.11 -0.29 -0.47
H 1.2748 -0.5037 2.3363 0.18 -0.46 0.26
H 1.8311 -2.9675 -1.4832 0.26 0.43 -0.91
H 2.5920 -2.1634 -0.2076 0.49 0.07 0.72
H -1.1246 1.3885 -1.8290 -0.90 -0.45 -0.42
H 1.6114 1.8786 0.7390 -0.65 -1.71 0.29
H 3.2216 -1.6082 -1.7711 -0.77 -1.24 0.09
H 0.6610 1.2885 -1.9365 0.61 -0.27 -1.00
H -0.0927 2.7456 -1.3063 -0.12 -0.94 -0.02
```
Forces are in eV/Å.

Net charge   -1
Energy above the lowest of the compared OMol25 structures with the same formula, charge and spin   1.127 eV
Highest occupied orbital energy (spin up / spin down)   -1.803 / -1.800 eV
HOMO-LUMO gap (spin up / spin down)   5.663 / 5.660 eV